Entry 1:
ORCA calculation (ωB97M-V with the def2-TZVPD basis set) on a cluster of 11 separate species, C30H85N3O14 in total in a non-equilibrium geometry.

Last column: Mulliken charge in e.
Geometry (Å):
C (-7.3549, 1.6559, -0.8662)  -0.3212
O (-7.1653, 3.0468, -0.6359)  -0.4949
H (-8.3087, 1.2460, -0.5341)  0.2764
H (-7.1799, 1.5726, -1.9388)  0.2552
H (-6.6381, 0.9593, -0.4312)  0.0076
H (-6.8868, 3.4738, -1.4494)  0.3076
C (2.5206, -2.2326, 3.7675)  -0.5068
O (3.7068, -1.5813, 3.4391)  -0.5300
H (2.7698, -3.2929, 3.8113)  0.3111
H (1.9970, -1.9989, 4.6945)  0.2779
H (1.8122, -2.2000, 2.9397)  0.0100
H (3.7269, -0.7835, 3.9726)  0.3674
C (5.7870, 3.8934, -2.0706)  -0.6436
O (5.1290, 3.1278, -1.0914)  -0.4312
H (5.5681, 4.9205, -1.7787)  0.2803
H (6.8679, 3.7875, -2.1625)  0.3114
H (5.3927, 3.6526, -3.0578)  0.1986
H (5.3768, 3.4291, -0.2143)  0.2130
C (4.8853, 5.8098, 1.5935)  -0.3405
O (5.2328, 6.7730, 2.5432)  -0.5430
H (4.2512, 5.0409, 2.0349)  0.0251
H (4.2723, 6.0211, 0.7173)  0.2860
H (5.8021, 5.4451, 1.1302)  0.2559
H (5.8913, 7.3636, 2.1701)  0.3208
C (4.0961, -2.0166, -2.2069)  -0.3511
O (4.6085, -3.1134, -1.4905)  -0.5661
H (3.0496, -2.2537, -2.3981)  0.2231
H (3.9789, -1.1523, -1.5532)  0.1398
H (4.5939, -1.9408, -3.1737)  0.2827
H (5.3832, -2.8400, -0.9938)  0.2979
C (-0.0869, -4.4653, 1.7543)  -0.5099
O (1.3395, -4.6284, 1.3984)  -0.5156
H (-0.3393, -5.5251, 1.7185)  0.4311
H (-0.2852, -4.1115, 2.7660)  0.2917
H (-0.7757, -3.8990, 1.1274)  0.0750
H (1.3721, -4.6682, 0.4398)  0.2691
C (-1.5935, 0.2049, -3.7827)  -0.4214
O (-1.2220, 1.3268, -4.5360)  -0.3780
C (-1.4014, 2.6519, -3.9681)  -0.9975
C (-0.4693, 2.8468, -2.7567)  0.5976
N (0.9293, 3.0802, -3.1477)  -0.4646
C (1.6045, 1.7997, -3.4584)  0.1485
C (3.0205, 2.0402, -3.8517)  0.0231
O (3.5371, 0.7833, -4.2302)  -0.2951
C (4.8622, 0.8486, -4.7368)  -0.9455
H (-1.1327, 0.2655, -2.7968)  0.0268
H (-1.5029, -0.7898, -4.2191)  0.2896
H (-2.6738, 0.2784, -3.6574)  0.3381
H (-2.4387, 2.7698, -3.6547)  0.4279
H (-1.0665, 3.3888, -4.6980)  0.3768
H (-0.6908, 2.1844, -1.9199)  -0.2046
H (-0.8814, 3.8003, -2.4265)  0.1485
H (1.4760, 3.2887, -2.3245)  0.1687
H (1.1342, 1.3381, -4.3266)  0.6784
H (1.6392, 1.1577, -2.5782)  -0.4335
H (3.6841, 2.4523, -3.0915)  -0.4087
H (3.0643, 2.7204, -4.7023)  0.4475
H (4.7729, 0.4856, -5.7608)  0.3344
H (5.5888, 0.4023, -4.0578)  0.2622
H (5.2312, 1.8610, -4.9009)  0.3945
C (-4.1368, -3.7893, 2.1577)  -1.1850
O (-3.4654, -4.0419, 0.9113)  0.0401
C (-4.3302, -4.5596, -0.0571)  -0.6177
C (-3.5304, -4.9333, -1.3168)  -0.7565
N (-4.2905, -5.8177, -2.1985)  -0.4583
C (-4.6560, -7.1095, -1.6865)  -0.9603
C (-3.6973, -7.9064, -0.6823)  -0.2982
O (-2.9176, -8.8017, -1.4909)  -0.3581
C (-2.8694, -10.2252, -1.0599)  -0.7536
H (-4.8291, -2.9761, 1.9395)  0.4254
H (-3.5296, -3.2252, 2.8656)  0.3266
H (-4.6562, -4.6612, 2.5554)  0.3255
H (-5.2626, -4.0211, -0.2269)  0.4869
H (-4.8569, -5.3992, 0.3964)  0.3016
H (-2.5567, -5.3478, -1.0557)  0.3580
H (-3.1645, -4.0987, -1.9148)  0.4536
H (-3.4327, -6.0333, -2.6862)  0.3076
H (-4.8397, -7.7737, -2.5310)  0.4315
H (-5.6019, -6.8803, -1.1956)  0.4367
H (-4.3700, -8.4127, 0.0100)  0.3459
H (-2.9854, -7.3641, -0.0602)  0.3409
H (-2.5045, -10.0961, -0.0409)  0.3203
H (-2.1264, -10.8100, -1.6022)  0.2539
H (-3.7762, -10.8269, -0.9979)  0.2939
C (1.3836, 4.4581, 0.1853)  -1.1190
O (1.0534, 3.0918, 0.0241)  0.4002
C (1.9745, 2.2369, 0.7133)  -0.4671
C (1.7090, 0.6862, 0.4595)  -0.2831
N (0.3347, 0.4240, 0.8585)  0.0406
C (-0.1728, -0.9594, 0.6515)  0.3304
C (-1.6879, -1.0701, 0.9220)  -0.1461
O (-2.3871, 0.0543, 0.3360)  -0.1010
C (-3.7631, 0.1649, 0.6099)  -0.8123
H (1.1550, 4.7718, 1.2039)  0.3371
H (0.7312, 5.1610, -0.3329)  0.2581
H (2.4140, 4.5537, -0.1569)  0.3175
H (1.9449, 2.4685, 1.7780)  0.2821
H (2.9818, 2.5074, 0.3967)  0.1751
H (2.2890, 0.2001, 1.2440)  0.0819
H (1.8206, 0.2778, -0.5449)  -0.0749
H (-0.2891, 1.1221, 0.4795)  0.0762
H (0.3558, -1.6506, 1.3080)  -0.7890
H (0.0440, -1.4212, -0.3117)  0.2731
H (-1.8803, -1.1019, 1.9944)  0.2618
H (-2.0272, -2.0391, 0.5559)  -0.0381
H (-3.9621, 0.3493, 1.6656)  0.4508
H (-4.4607, -0.6014, 0.2718)  0.2587
H (-4.2498, 1.0104, 0.1238)  0.0713
C (-1.8810, 4.9665, 0.9769)  -1.3366
C (-2.8197, 3.6490, 0.8521)  1.5616
C (-3.5131, 3.4240, 2.2319)  -1.3948
O (-3.7057, 3.9804, -0.2092)  -0.5069
H (-1.0071, 4.7832, 1.6020)  0.1969
H (-2.4498, 5.7676, 1.4491)  0.5339
H (-1.6010, 5.2610, -0.0345)  0.2647
H (-2.2609, 2.7410, 0.6256)  -0.6529
H (-2.7933, 3.3057, 3.0418)  0.3585
H (-4.0883, 2.4984, 2.2516)  0.2469
H (-4.1892, 4.2635, 2.3944)  0.4079
H (-4.1705, 4.7897, 0.0158)  0.3483
C (4.3586, 1.7528, 3.6247)  -0.2037
C (3.8908, 1.6952, 5.0907)  0.5444
C (2.4927, 2.3190, 5.0887)  -1.5104
O (3.8148, 0.3707, 5.4555)  -0.6078
H (3.5971, 1.2363, 3.0404)  -0.3871
H (5.3317, 1.2650, 3.5668)  0.3372
H (4.2989, 2.7588, 3.2092)  0.1209
H (4.4081, 2.4004, 5.7412)  0.2761
H (1.9063, 1.6034, 4.5124)  0.4024
H (2.5031, 3.2980, 4.6097)  0.3402
H (2.1119, 2.3696, 6.1088)  0.4009
H (2.9778, 0.2156, 5.8992)  0.3396

Forces on the atoms, in the same order (eV/Å):
0.581 0.009 -1.331
-0.208 -0.115 1.136
-0.362 0.647 -0.260
-0.646 -0.867 -0.133
0.614 0.572 0.508
0.023 -0.249 0.104
-0.399 -1.894 -0.861
0.120 0.694 0.195
-0.127 -0.224 0.262
0.328 0.569 0.193
-0.287 0.378 -0.041
0.421 0.280 0.146
-0.123 0.995 0.140
-0.086 -1.140 0.067
0.213 0.455 -0.797
0.181 -0.370 0.460
-0.283 0.114 0.222
0.162 0.041 -0.023
0.149 -0.956 -0.859
-0.617 0.500 0.130
0.634 -0.254 0.564
-0.254 1.447 -0.040
0.107 -0.805 0.209
-0.038 0.040 -0.043
-1.156 -0.513 0.237
0.305 -0.572 0.421
-0.067 -0.220 -0.363
0.765 0.543 -0.440
0.106 0.781 0.160
-0.002 0.016 -0.021
0.714 -2.004 -0.140
-1.145 1.619 0.497
-1.200 0.138 0.236
0.876 0.089 0.101
0.624 0.112 -0.599
0.099 0.035 -0.096
-1.402 1.134 1.095
0.620 0.378 -1.781
1.337 -2.224 1.013
-0.938 1.722 -0.544
0.173 -1.486 0.214
-0.293 0.526 -0.433
0.766 0.009 -0.529
0.589 -0.161 0.068
-0.616 0.579 -0.492
0.065 -0.489 0.143
0.958 0.450 -0.641
-0.432 -0.054 0.555
-0.158 0.187 -0.064
-0.371 -0.300 -0.307
0.416 -0.519 -0.071
0.332 0.400 0.516
-0.524 0.973 0.538
-0.156 -0.277 0.370
-0.420 -0.469 -0.022
-0.340 0.181 0.525
-0.107 0.229 -0.235
0.714 -0.799 0.161
-0.105 -0.594 -0.292
-0.282 0.492 0.305
-0.220 1.473 -1.281
0.316 0.448 1.151
-0.166 -0.804 -0.015
-0.704 0.586 1.442
2.526 0.313 -0.955
-0.244 -0.188 2.044
-0.611 -0.306 -1.320
-0.484 -1.957 -0.437
0.744 1.922 1.262
-0.950 -0.256 -0.051
0.816 -0.949 0.048
0.221 -0.046 0.106
0.354 1.422 -0.552
0.571 -1.185 -0.090
-0.042 -0.568 0.803
-0.800 0.577 0.049
-0.388 -0.392 -1.881
-0.025 0.001 0.129
-0.226 -0.763 0.308
0.023 -0.441 -0.024
-0.197 0.606 -0.151
0.105 -0.723 0.275
-0.018 0.610 -0.386
-0.565 0.648 -0.460
-0.210 -0.284 0.283
-0.481 -0.534 -0.237
0.000 -0.706 -0.979
-1.321 1.536 1.440
-0.978 -0.819 0.375
-0.177 0.979 0.215
0.165 0.542 0.116
0.159 -0.656 -0.383
-0.839 0.414 0.390
0.908 -0.090 0.543
-0.077 -0.669 -0.868
0.198 0.635 0.365
-0.337 -0.309 0.290
0.299 -0.181 -0.271
0.742 -0.346 -0.560
0.969 0.407 -0.200
-0.190 -0.219 -0.242
-0.072 0.127 0.503
0.027 0.519 -0.787
-0.003 0.345 0.309
-0.302 0.090 -0.399
0.186 -0.307 0.362
0.644 -1.068 -0.027
0.940 0.588 -0.323
-0.619 -1.932 0.062
0.825 2.456 1.467
-0.040 -0.214 -1.093
-0.211 -1.146 -0.070
0.042 -0.020 -0.097
-0.181 0.017 -0.056
0.147 0.006 0.127
0.035 0.240 -0.567
0.166 0.404 -0.074
-0.206 0.102 -0.242
0.015 0.005 0.366
-0.055 0.054 0.172
-0.174 -0.122 0.766
-1.444 2.817 -1.851
0.093 -0.816 0.016
0.415 -1.155 0.847
0.237 -0.540 -0.055
0.001 0.216 -0.556
0.692 0.175 0.290
1.109 -0.753 0.318
-0.606 0.304 -0.139
-0.166 -0.036 0.164
-0.199 0.206 -0.002
-0.015 -0.073 0.247

The value obtained for the gap between HOMO and LUMO is 8.9 eV. For the energy above the lowest of the compared OMol25 structures with the same formula, charge and spin, the calculation gives 14.6 kcal per mole. As for the total charge: 0. As for the total energy: -65611.8384 eV. Its LUMO energy is 0.404 eV.


Entry 2:
ORCA calculation (ωB97M-V with the def2-TZVPD basis set) on a cluster of 2 separate species, C2H8S2 in total in a non-equilibrium geometry.

Last column: Mulliken charge in e.
Geometry (Å):
S (-1.9933, -2.2985, -1.2375)  -1.2949
H (-0.8111, -1.6102, -1.0656)  0.2088
H (-2.1938, -2.5582, 0.0609)  0.4272
C (1.5158, 1.3299, -0.7682)  -0.9654
S (1.1999, 1.6932, 0.9661)  -0.1371
C (0.2330, 0.2816, 1.4517)  -1.4465
H (2.5403, 1.6074, -1.0202)  0.2340
H (1.2564, 0.2857, -0.8901)  0.4532
H (0.9512, 1.9823, -1.4402)  0.2334
H (0.4594, -0.1767, 2.4198)  0.5755
H (0.4874, -0.6204, 0.8709)  0.4178
H (-0.8481, 0.3976, 1.3914)  0.2939

Forces on the atoms, in the same order (eV/Å):
-0.069 0.094 -0.571
-0.035 -0.137 0.136
0.094 -0.023 0.398
-0.115 0.762 -0.257
0.309 0.474 0.561
-0.333 -1.795 0.092
0.237 -0.616 0.258
0.302 -0.079 -0.530
-0.504 -0.334 0.164
0.194 0.947 0.426
-0.117 0.479 -0.534
0.036 0.227 -0.143

The value obtained for the gap between HOMO and LUMO (spin up / spin down) is 2.2 / 8.4 eV. The multiplicity is 2. For the energy above the lowest of the compared OMol25 structures with the same formula, charge and spin, the calculation gives 33.3 kcal per mole. As for the total charge: -1. As for the total energy: -23872.5240 eV. Its LUMO energy (spin up / spin down) is 3.158 / 3.065 eV.


Entry 3:
ORCA calculation (ωB97M-V with the def2-TZVPD basis set) on a structure of composition C34H27AlClGeN4O4 in a non-equilibrium geometry.

Last column: Mulliken charge in e.
Geometry (Å):
Al (1.6176, -1.6561, 0.3644)  0.1218
O (3.8060, -3.6247, -2.3338)  -0.7450
C (3.3229, -2.8629, -1.5086)  0.3415
N (2.0008, -2.8715, -1.0235)  0.1146
C (1.0008, -3.6949, -1.4336)  0.2859
O (0.9702, -4.5347, -2.3087)  -0.6966
C (-0.2362, -3.4459, -0.6123)  0.4181
C (-1.4154, -4.1577, -0.8226)  -0.7512
C (-2.5061, -3.8897, -0.0297)  -0.4923
C (-2.4179, -2.9242, 0.9761)  -0.9711
C (-1.2217, -2.2628, 1.1279)  -0.0560
N (-0.1662, -2.5148, 0.3488)  0.2286
C (4.0680, -1.7912, -0.8726)  0.3021
C (5.4268, -1.5486, -1.1564)  -1.0028
C (6.0600, -0.4909, -0.5750)  -0.2672
C (5.3368, 0.3745, 0.3008)  -1.0006
C (4.0290, 0.0941, 0.5589)  -0.1231
N (3.3922, -0.9734, 0.0229)  0.1447
H (-1.4158, -4.8974, -1.6106)  0.6171
H (-3.4348, -4.4248, -0.1821)  0.4429
H (-3.2516, -2.6915, 1.6225)  0.4926
H (-1.0785, -1.5109, 1.8950)  0.5928
H (5.9166, -2.2200, -1.8472)  0.5093
H (7.1034, -0.2952, -0.7870)  0.4041
H (5.7923, 1.2467, 0.7465)  0.4429
H (3.4358, 0.7385, 1.1961)  0.4782
C (-0.1717, 4.6935, -4.0404)  -0.4589
C (0.6765, 4.4943, -2.9576)  -0.7627
C (0.3796, 3.5217, -2.0149)  -0.1829
C (-0.7722, 2.7417, -2.1519)  0.2549
C (-1.6108, 2.9391, -3.2473)  -0.3555
C (-1.3102, 3.9171, -4.1884)  -0.6995
Ge (-1.2038, 1.4077, -0.8669)  0.5311
C (-2.5641, 0.1758, -1.4029)  0.5988
C (-2.3061, -0.7903, -2.3800)  -0.2677
C (-3.3126, -1.6500, -2.7961)  -0.8199
C (-4.5806, -1.5566, -2.2372)  -0.4444
C (-4.8474, -0.6035, -1.2653)  -0.7366
C (-3.8426, 0.2616, -0.8478)  -0.3650
C (-1.4531, 2.0716, 0.8958)  0.3090
C (-1.1572, 3.4018, 1.1897)  -0.7454
C (-1.3529, 3.8964, 2.4723)  -0.7047
C (-1.8435, 3.0665, 3.4684)  -0.5769
C (-2.1499, 1.7410, 3.1855)  -0.9196
C (-1.9568, 1.2463, 1.9045)  0.3597
H (0.0621, 5.4519, -4.7762)  0.3867
H (1.5723, 5.0922, -2.8531)  0.4008
H (1.0606, 3.3604, -1.1867)  0.4839
H (-2.4996, 2.3321, -3.3744)  0.3711
H (-1.9616, 4.0663, -5.0397)  0.3976
H (-1.3188, -0.8846, -2.8160)  0.5003
H (-3.1039, -2.3970, -3.5509)  0.4277
H (-5.3634, -2.2302, -2.5623)  0.4183
H (-5.8376, -0.5287, -0.8349)  0.4144
H (-4.0635, 1.0058, -0.0925)  0.4758
H (-0.7740, 4.0594, 0.4205)  0.4278
H (-1.1181, 4.9293, 2.6927)  0.4254
H (-1.9949, 3.4547, 4.4671)  0.3988
H (-2.5500, 1.0990, 3.9598)  0.4621
H (-2.2283, 0.2207, 1.6846)  0.5721
O (2.0939, -2.6966, 2.0655)  -0.5230
C (1.8442, -1.6836, 2.7580)  0.7061
C (1.9973, -1.4599, 4.2329)  -0.7012
C (1.5916, 0.0145, 4.3666)  -0.4840
C (1.2900, 0.4792, 2.9390)  0.0223
O (1.0366, 1.6066, 2.6064)  -0.5346
N (1.3702, -0.6243, 2.0841)  0.2714
H (3.0206, -1.6798, 4.5340)  0.3100
H (1.3456, -2.1483, 4.7709)  0.2824
H (2.3700, 0.6520, 4.7814)  0.3451
H (0.6959, 0.1600, 4.9704)  0.2743
Cl (0.7074, 0.2035, -1.0227)  -0.3771

Forces on the atoms, in the same order (eV/Å):
1.211 0.127 0.405
-0.216 -0.206 -0.064
0.666 0.428 0.057
-0.894 -0.194 0.175
0.859 0.173 -0.248
-0.153 -0.068 -0.015
-0.894 -0.048 0.374
0.561 0.070 -0.165
-0.340 0.155 0.277
0.084 -0.199 -0.277
-0.005 0.045 0.116
-0.051 0.032 -0.142
0.237 -0.215 -0.323
-0.256 0.044 0.075
0.359 -0.052 -0.156
-0.354 0.039 0.122
0.386 0.122 -0.088
-0.971 -0.173 0.287
-0.034 -0.011 0.007
0.005 -0.004 0.001
-0.026 -0.021 -0.022
0.056 -0.042 -0.077
0.037 0.003 -0.001
-0.011 -0.003 0.003
0.042 -0.008 -0.005
-0.043 -0.012 0.032
0.015 -0.001 0.002
-0.036 -0.033 0.023
-0.060 0.031 -0.147
0.062 0.348 -0.339
0.100 0.159 -0.013
-0.021 -0.045 0.020
0.375 -0.320 -0.042
-0.239 -0.350 -0.141
-0.143 -0.023 0.076
0.021 0.022 0.052
-0.006 -0.032 -0.012
0.055 0.041 0.015
-0.007 -0.103 -0.130
-0.080 0.103 0.507
-0.059 -0.097 0.130
0.001 -0.061 -0.035
-0.011 -0.020 -0.025
-0.004 0.032 -0.082
-0.083 0.209 0.009
0.008 0.003 -0.003
0.003 0.001 0.004
-0.022 -0.028 0.020
-0.008 -0.025 0.015
-0.005 0.001 0.002
0.037 0.044 0.013
0.002 -0.002 -0.010
-0.007 0.005 -0.005
-0.006 0.001 0.008
0.017 0.029 0.032
0.003 0.009 -0.032
0.002 0.003 0.005
0.001 -0.004 0.014
-0.005 -0.013 0.025
0.004 0.034 -0.035
-0.048 0.022 0.167
-0.160 -0.101 -0.481
-0.005 0.091 -0.060
0.051 -0.042 -0.001
-0.036 -0.151 -0.209
0.139 -0.017 0.034
-0.038 0.069 0.328
0.016 0.042 -0.002
0.001 -0.011 0.001
0.022 -0.023 0.019
-0.006 0.007 0.007
-0.094 0.214 -0.074

The value obtained for the gap between HOMO and LUMO (spin up / spin down) is 4.3 / 8.0 eV. The multiplicity is 2. For the energy above the lowest of the compared OMol25 structures with the same formula, charge and spin, the calculation gives 0.0 kcal per mole. As for the total charge: 0. As for the total energy: -125488.8815 eV. Its LUMO energy (spin up / spin down) is -0.369 / -0.335 eV.


M / g mol⁻¹: 712.02, 96.22, 690.66